# 1
C3H3BrS | the ωB97M-V functional and the def2-TZVPD basis

Atoms and positions in Å:
C: 0.28549 1.02608 -0.66555
C: 2.81882 0.97238 0.60391
C: -1.70273 -0.59163 -0.01187
S: 0.11840 -0.21451 0.24417
Br: 4.51850 0.67682 0.09063
H: -2.24328 -0.00412 0.75526
H: -1.93706 -1.59224 0.09997
H: -1.85815 -0.27278 -1.11651

E_tot ... -3087.97414 Ha
HOMO energy (spin up / spin down) ... -8.0 / -8.2 eV
ΔE to the lowest compared entry with this formula, charge and spin ... 721.2 kJ/mol
Kohn-Sham gap (spin up / spin down) ... 7.5 / 7.0 eV
LUMO level (spin up / spin down) ... -0.495 / -1.221 eV

=====

# 2
C4H9NO2 | the ωB97M-V functional and the def2-TZVPD basis

Atoms and positions in Å:
C: -0.41849 -2.18810 -1.01569
N: -0.24760 -0.75330 -1.00846
C: -0.80438 -0.04905 -0.11830
C: -0.65703 1.44940 -0.23085
O: 0.26074 1.78275 -1.23630
H: -0.90348 -2.46758 -1.95711
H: 0.56269 -2.67306 -1.00039
H: -1.02099 -2.56824 -0.17781
H: -1.40321 -0.45871 0.70492
H: -1.65250 1.87761 -0.43350
H: -0.32497 1.87028 0.72665
H: 0.38649 0.94899 -1.73060
C: 1.82999 0.65226 1.49673
O: 0.99374 0.02923 2.10645
H: 2.69614 1.10685 2.01217
H: 1.76225 0.82071 0.40549

E_tot ... -362.98570 Ha
HOMO energy ... -10.0 eV
ΔE to the lowest compared entry with this formula, charge and spin ... 262.1 kJ/mol
Structure (SMILES) ... C/N=C/CO.C=O
Kohn-Sham gap ... 10.8 eV
LUMO level ... 0.820 eV

=====

# 3
C13H25ClIrN2O2Si | the ωB97M-V functional and the def2-TZVPD basis

Atoms and positions in Å:
Ir: -0.29953 -0.60514 0.00105
N: 2.69299 -2.05520 1.25259
C: 2.82492 -1.31283 0.13794
N: 4.06440 -0.95392 -0.23971
O: 1.84360 -0.97380 -0.55515
H: 3.46735 -2.27462 1.85259
H: 1.76210 -2.26466 1.56552
H: 4.89204 -1.33316 0.18419
H: 4.15215 -0.45500 -1.10810
Cl: -1.81608 0.31816 -5.17189
C: -1.80201 -0.43382 -3.61455
C: -2.91878 -0.23176 -2.74834
C: -2.92633 -0.78936 -1.51532
C: -1.87100 -1.67410 -1.10468
C: -1.81486 -2.14916 0.24101
C: -0.73353 -1.78057 -1.93092
C: -0.72068 -1.16247 -3.21222
H: -3.73495 0.39806 -3.07199
H: -3.76232 -0.62818 -0.84661
H: -1.27084 -3.06623 0.44570
H: -2.70032 -2.00610 0.84740
H: 0.06184 -2.46943 -1.67376
H: 0.12508 -1.29801 -3.87036
C: 0.17211 -0.21611 4.47389
C: -0.42881 -0.60304 3.14664
O: 0.39943 -0.11223 2.04950
H: -0.41417 -0.65198 5.28246
H: 0.16277 0.86627 4.61203
H: 1.19653 -0.57487 4.56082
H: -1.43682 -0.20551 3.01350
H: -0.47114 -1.68148 3.00253
H: 0.49512 0.84367 2.16129
C: -0.25301 2.72066 1.08513
Si: -0.05083 1.73232 -0.53104
C: -1.28751 2.41265 -1.76026
C: 1.70494 1.96790 -1.17821
H: -0.31241 3.78060 0.82260
H: 0.60073 2.67033 1.76931
H: -1.17052 2.48302 1.62487
H: -1.10712 3.47831 -1.91654
H: -2.31284 2.29490 -1.41490
H: -1.18579 1.92018 -2.72384
H: 1.87893 3.02595 -1.38839
H: 1.85241 1.40731 -2.10126
H: 2.45276 1.64248 -0.45450

E_tot ... -1624.14704 Ha
HOMO energy (spin up / spin down) ... -10.8 / -10.8 eV
ΔE to the lowest compared entry with this formula, charge and spin ... 99.8 kJ/mol
Kohn-Sham gap (spin up / spin down) ... 7.0 / 7.0 eV
Net charge ... +1
LUMO level (spin up / spin down) ... -3.808 / -3.816 eV

=====

# 4
C22H26N2O6 | the ωB97M-V functional and the def2-TZVPD basis

Atoms and positions in Å:
C: -8.24337 -2.11704 1.41341
O: -7.82882 -0.97466 0.70617
C: -6.49786 -0.74892 0.56513
C: -5.49385 -1.55400 1.08868
C: -4.17482 -1.20002 0.90366
C: -3.80880 -0.06425 0.18448
C: -2.34755 0.25424 0.19335
O: -1.88547 1.27349 0.66152
N: -1.59898 -0.77280 -0.31687
C: -0.21257 -0.89400 -0.41034
C: 0.30185 -2.06731 -0.96403
C: 1.66291 -2.23831 -1.08885
C: 2.54627 -1.25423 -0.65118
C: 4.00595 -1.49639 -0.83397
O: 4.44230 -2.19646 -1.73007
N: 4.80294 -0.92816 0.10174
C: 6.23796 -0.90441 -0.01742
C: 6.72456 0.53311 -0.27041
C: 8.25412 0.63976 -0.27444
C: 8.55949 1.03996 1.16789
C: 7.35203 1.91355 1.49917
O: 6.25614 1.37055 0.78449
C: 2.02875 -0.07964 -0.11355
C: 0.66461 0.10453 0.00581
C: -4.80832 0.72976 -0.39656
O: -4.61733 1.78071 -1.23932
C: -3.33442 2.17411 -1.66053
C: -6.15801 0.39470 -0.17770
O: -7.21770 1.08681 -0.69080
C: -7.17421 2.49917 -0.71746
H: -7.90345 -2.09403 2.45422
H: -9.33166 -2.09503 1.39092
H: -7.89139 -3.03757 0.93633
H: -5.72944 -2.43610 1.66030
H: -3.40093 -1.80196 1.35761
H: -2.11781 -1.56654 -0.66950
H: -0.37469 -2.84142 -1.29950
H: 2.06918 -3.13703 -1.52724
H: 4.41645 -0.28583 0.77544
H: 6.50545 -1.55140 -0.85550
H: 6.68627 -1.28738 0.90515
H: 6.28066 0.88883 -1.20905
H: 8.57498 1.42474 -0.95948
H: 8.72306 -0.29665 -0.56655
H: 8.58119 0.16081 1.81243
H: 9.49867 1.57752 1.27198
H: 7.52150 2.94881 1.17051
H: 7.09663 1.91991 2.56137
H: 2.68540 0.72271 0.19114
H: 0.27189 1.01827 0.41883
H: -2.76128 1.32859 -2.05400
H: -2.76785 2.64868 -0.85608
H: -3.50678 2.89404 -2.46071
H: -6.69079 2.90237 0.17550
H: -6.65703 2.87182 -1.60438
H: -8.21598 2.81997 -0.74172

E_tot ... -1414.87109 Ha
HOMO energy ... -8.3 eV
ΔE to the lowest compared entry with this formula, charge and spin ... 148.6 kJ/mol
Structure (SMILES) ... COc1ccc(C(=O)Nc2ccc(C(=O)NC[C@@H]3CCCO3)cc2)c(OC)c1OC
Kohn-Sham gap ... 9.0 eV
LUMO level ... 0.691 eV

=====

# 5
C2H8O4 | the ωB97M-V functional and the def2-TZVPD basis

Atoms and positions in Å:
C: 1.54090 0.71120 -0.11133
O: 0.96794 -0.63101 1.35516
O: 0.61175 1.57658 0.15163
O: 1.48785 -0.10643 -1.11218
H: -0.34408 1.03155 0.16720
H: 0.52613 -0.33265 -1.36888
H: -0.06594 -0.52151 0.95350
H: 2.54461 0.93357 0.23511
C: -1.43783 -0.23856 0.07674
O: -1.01566 -0.54763 -1.30252
H: -1.67138 -1.05930 -1.78671
H: -2.28270 0.45814 0.02934
H: -1.84000 -1.14926 0.53545
H: 0.97839 -0.12470 2.17748

E_tot ... -381.84547 Ha
HOMO energy ... -8.6 eV
ΔE to the lowest compared entry with this formula, charge and spin ... 400.3 kJ/mol
Kohn-Sham gap ... 9.4 eV
LUMO level ... 0.793 eV

=====

# 6
C49H69BBrEuFN4O4Si | the ωB97M-V functional and the def2-TZVPD basis

Atoms and positions in Å:
Eu: -1.11607 0.53232 -0.61784
C: 0.32802 5.71122 3.01208
C: -0.98287 4.92608 2.67645
C: -2.24465 5.52333 2.46523
C: -3.37664 4.76249 2.14481
C: -3.20411 3.39528 2.17203
Br: -4.68240 2.24640 1.72591
N: -2.05037 2.81200 2.48357
C: -0.97219 3.54283 2.70234
H: 0.41216 6.63291 2.47415
H: 1.21431 5.08802 2.86069
H: 0.35391 5.96807 4.08365
H: -2.30486 6.59881 2.53090
H: -4.30177 5.27743 1.93484
H: -0.08290 3.00344 2.94527
O: -1.64958 -0.47292 1.64134
H: -1.85851 0.27566 2.19872
H: -2.49642 -1.89697 1.65723
O: 0.81787 -1.56615 1.62865
H: -0.06530 -1.14108 1.64654
H: 1.20878 -1.16494 0.83358
O: -0.63567 -2.01617 -1.24975
H: -0.20040 -2.80641 -0.96411
H: -1.41147 -2.19621 -1.80052
O: 1.03297 -3.92873 0.24840
H: 0.68384 -4.76632 0.56386
H: 0.86785 -3.18755 0.90092
F: -1.63680 2.89158 -0.64053
C: -1.35098 -5.95777 3.87253
C: -2.68671 -6.03972 3.41393
C: -3.35575 -4.96898 2.79837
C: -2.63357 -3.78997 2.55945
C: -1.27430 -3.72983 2.93685
C: -0.68433 -4.78248 3.62842
N: -3.14599 -2.68067 1.93655
C: -4.43544 -2.35692 1.68626
C: -5.49635 -2.66435 2.56428
C: -6.77941 -2.29925 2.27250
C: -7.02438 -1.47612 1.13333
C: -5.94209 -1.09099 0.30889
C: -4.66571 -1.58595 0.53776
H: -0.88172 -6.78765 4.36520
H: -3.26834 -6.90512 3.61018
H: -4.38431 -5.12203 2.47737
H: -0.62782 -2.88818 2.73009
H: 0.41015 -4.69891 3.94222
H: -5.31474 -3.22120 3.47737
H: -7.56280 -2.54451 3.01763
H: -8.01116 -1.20319 0.79195
H: -6.09879 -0.45403 -0.55908
H: -3.79570 -1.33509 -0.09221
C: 0.72647 5.24642 -0.42627
C: 1.97661 4.62379 -1.07156
C: 3.12033 5.62818 -1.34516
C: 1.70473 3.91766 -2.38013
C: 1.06658 4.59958 -3.39315
C: 0.91768 3.99976 -4.63328
C: 1.34863 2.70294 -4.81543
C: 1.90758 1.94176 -3.76910
C: 2.22028 0.50549 -4.16366
C: 0.96193 -0.36856 -4.05658
C: 3.32847 -0.26626 -3.44137
C: 2.02704 2.54620 -2.52370
N: 2.55940 1.86784 -1.39475
B: 2.00882 0.94117 -0.38694
N: 3.13337 0.84584 0.49955
C: 4.21661 1.62084 0.09133
C: 3.87021 2.28833 -1.00124
C: 3.47763 -0.11759 1.51079
C: 3.07666 0.07400 2.82934
C: 3.52105 -0.79965 3.83356
C: 4.40788 -1.85213 3.55269
C: 4.71273 -2.07429 2.20714
C: 4.23882 -1.26053 1.17112
C: 4.59957 -1.59336 -0.26757
C: 6.03531 -1.28837 -0.54031
C: 4.24468 -3.07179 -0.64722
C: 2.20316 1.27900 3.24839
C: 1.25519 0.96118 4.41464
C: 3.13603 2.51256 3.49287
H: 1.00838 5.84446 0.41516
H: 0.08572 4.44916 -0.05431
H: 0.12899 5.87267 -1.10512
H: 2.32002 3.90681 -0.37343
H: 2.79390 6.43551 -2.01874
H: 4.01067 5.15834 -1.70965
H: 3.40804 6.13123 -0.43833
H: 0.75132 5.63011 -3.29358
H: 0.48567 4.57083 -5.46320
H: 1.30996 2.24491 -5.79271
H: 2.51868 0.54495 -5.21976
H: 0.73422 -0.65724 -3.01720
H: 1.13650 -1.33042 -4.59968
H: 0.04422 0.07720 -4.44327
H: 3.06028 -0.51822 -2.41828
H: 4.29266 0.29983 -3.34633
H: 3.48426 -1.19583 -3.96160
H: 5.14435 1.72186 0.66268
H: 4.40228 3.02128 -1.59439
H: 3.12007 -0.66089 4.84455
H: 4.70914 -2.52734 4.36550
H: 5.40359 -2.92017 1.97869
H: 4.01351 -0.95741 -0.92939
H: 6.71763 -1.73770 0.18373
H: 6.13072 -0.22914 -0.50466
H: 6.36419 -1.70397 -1.48397
H: 4.96778 -3.78852 -0.24947
H: 4.21377 -3.21894 -1.70338
H: 3.28987 -3.36836 -0.18115
H: 1.60686 1.48439 2.40509
H: 1.80374 0.63103 5.26746
H: 0.52757 0.23944 4.15120
H: 0.74065 1.86979 4.72620
H: 3.72676 2.44982 4.38687
H: 2.54998 3.43543 3.47027
H: 3.87734 2.56299 2.71537
C: -4.34328 -2.13584 -6.14594
Si: -4.43895 -2.67393 -4.34098
C: -3.80948 -4.45980 -4.29920
C: -6.24296 -3.04790 -3.81486
C: -3.63009 -1.51347 -3.19320
C: -3.02589 -0.70774 -2.46027
H: -4.55263 -2.96526 -6.80013
H: -3.36771 -1.76287 -6.44681
H: -5.11552 -1.38497 -6.30334
H: -4.45645 -5.01063 -4.99328
H: -3.95508 -4.89437 -3.32979
H: -2.75387 -4.55531 -4.57581
H: -6.59536 -3.80918 -4.51885
H: -6.90621 -2.22319 -3.91375
H: -6.32973 -3.49493 -2.79721

<S²> ... 15.7596
E_tot ... -6127.22195 Ha
HOMO energy (spin up / spin down) ... -1.1 / -1.5 eV
2S+1 ... 8
ΔE to the lowest compared entry with this formula, charge and spin ... 0.0 kJ/mol
Kohn-Sham gap (spin up / spin down) ... 5.2 / 5.6 eV
Net charge ... -2
LUMO level (spin up / spin down) ... 4.043 / 4.043 eV

=====

# 7
C6H12N2 | the ωB97M-V functional and the def2-TZVPD basis

Atoms and positions in Å:
C: 1.17643 -1.50091 -0.29597
C: 0.36234 -0.73609 -1.52883
C: 0.24752 0.69535 -1.17370
C: -0.53031 1.27766 0.10670
C: 0.01902 0.71375 1.61744
C: -0.96820 -0.49571 1.74982
H: 1.11803 -2.65452 -0.43047
H: 0.84650 -1.04149 0.73134
H: 2.22558 -1.13446 -0.59599
H: 1.18538 -0.61434 -2.58054
H: -0.63075 -1.20272 -1.66242
H: 1.36640 1.07486 -0.73598
H: 0.00264 1.48032 -2.00142
H: -0.35336 2.42975 -0.09144
H: -0.43931 1.58391 2.29864
H: 1.17764 0.63049 1.76586
H: -0.47521 -1.45499 2.31458
H: -2.37162 0.47749 -0.73402
N: -1.94021 -0.38528 0.99843
N: -2.01853 0.85692 0.24798

E_tot ... -345.13704 Ha
HOMO energy ... -9.2 eV
ΔE to the lowest compared entry with this formula, charge and spin ... 501.0 kJ/mol
Kohn-Sham gap ... 10.1 eV
LUMO level ... 0.892 eV

=====

# 8
C53H53BrF15GeNP2RhSSi | the ωB97M-V functional and the def2-TZVPD basis

Atoms and positions in Å:
Rh: 0.74043 0.10607 1.32521
C: -0.36222 2.06676 5.04728
C: -0.20896 2.91529 3.78379
C: 1.04195 3.77735 3.91150
P: -0.44505 2.00686 2.15282
C: -0.91289 3.46338 1.09054
C: -1.95629 3.12062 0.02998
C: 0.31237 4.11571 0.45997
C: -2.06449 1.23824 2.49773
C: -3.09168 1.92681 3.14141
C: -4.28599 1.32613 3.49782
C: -5.39413 2.10204 4.15652
C: -4.41001 -0.03718 3.22292
C: -3.42741 -0.73377 2.55543
C: -2.24449 -0.10118 2.10559
N: -1.24150 -0.74193 1.41819
C: -1.51723 -1.81002 0.59046
C: -2.77412 -2.05452 0.00393
C: -2.99478 -3.14281 -0.81403
C: -1.98742 -4.06042 -1.09716
C: -2.23668 -5.29174 -1.92663
C: -0.72793 -3.78362 -0.58790
C: -0.46503 -2.67102 0.20792
P: 1.18803 -2.18619 0.78538
C: 1.48542 -3.28101 2.25739
C: 2.91534 -3.17609 2.78348
C: 1.07945 -4.75076 2.13632
C: 2.49433 -2.74579 -0.41607
C: 2.61721 -1.81766 -1.61554
C: 2.49228 -4.18183 -0.95702
H: -0.53797 2.74170 5.89022
H: 0.54541 1.50489 5.25969
H: -1.19463 1.36921 4.99358
H: -1.06331 3.59802 3.75146
H: 1.94277 3.19846 3.74710
H: 1.08874 4.17727 4.92777
H: 1.04773 4.62548 3.22621
H: -1.37117 4.16239 1.80061
H: -1.55760 2.40234 -0.68394
H: -2.23114 4.03409 -0.50509
H: -2.85697 2.69449 0.47130
H: 0.87377 3.37972 -0.11013
H: 0.98009 4.56201 1.19640
H: 0.00267 4.90133 -0.23247
H: -2.95918 2.97516 3.39114
H: -5.00014 2.92661 4.75285
H: -5.98276 1.46374 4.81771
H: -6.08083 2.52860 3.42030
H: -5.30119 -0.56596 3.54666
H: -3.55631 -1.79137 2.37506
H: -3.57471 -1.34922 0.16836
H: -3.97979 -3.28169 -1.24888
H: -3.26095 -5.30888 -2.30073
H: -2.08208 -6.20449 -1.34507
H: -1.57144 -5.34179 -2.78964
H: 0.07008 -4.47138 -0.82242
H: 0.81453 -2.83246 2.99046
H: 3.62121 -3.65871 2.10272
H: 2.99067 -3.68928 3.74543
H: 3.23013 -2.14425 2.92465
H: 1.82112 -5.33310 1.58885
H: 0.10551 -4.88230 1.66563
H: 1.02376 -5.17747 3.14163
H: 3.38866 -2.63496 0.20530
H: 1.72142 -1.90080 -2.22510
H: 3.48551 -2.10050 -2.21853
H: 2.70584 -0.77557 -1.33329
H: 1.78755 -4.27268 -1.78450
H: 2.26617 -4.95172 -0.22423
H: 3.48604 -4.38837 -1.36319
Br: 2.00259 -1.30431 7.79854
C: 1.66030 -0.88020 5.97439
C: 2.60667 -0.19329 5.23820
C: 2.34419 0.10181 3.90513
C: 1.15476 -0.26375 3.26300
C: 0.22378 -0.94205 4.06172
C: 0.46613 -1.25802 5.39311
H: 3.54486 0.10291 5.68956
H: 3.11633 0.62174 3.36312
H: -0.72094 -1.25311 3.63723
H: -0.28107 -1.78658 5.97120
C: 3.54814 2.61910 1.72969
Si: 2.91712 1.06606 0.80848
C: 4.41725 -0.09241 1.04525
C: 3.16266 1.71517 -0.97196
H: 4.55026 2.83463 1.34436
H: 3.63621 2.53783 2.81120
H: 2.92301 3.48332 1.50231
H: 5.31756 0.41411 0.68213
H: 4.31802 -1.01851 0.48103
H: 4.59014 -0.36202 2.09040
H: 4.07581 2.32037 -0.97387
H: 2.33237 2.33916 -1.29546
H: 3.27747 0.93481 -1.72555
F: -2.20884 -1.80220 -4.36905
C: -0.90568 -1.99063 -4.62847
C: 0.03033 -1.02431 -4.31090
C: 1.34688 -1.33132 -4.60794
F: 2.32076 -0.45460 -4.31860
C: 1.73106 -2.52438 -5.18956
F: 3.01663 -2.78464 -5.45005
C: 0.76147 -3.45774 -5.51176
F: 1.10752 -4.61262 -6.08676
C: -0.56648 -3.18763 -5.23944
F: -1.50638 -4.07782 -5.57727
Ge: -0.39575 0.64562 -3.31267
S: 0.09608 0.41734 -1.29437
C: -2.30862 1.03232 -3.74468
C: -2.68507 1.36466 -5.03421
F: -1.76970 1.40106 -6.01994
C: -3.98989 1.64196 -5.40044
F: -4.30006 1.95777 -6.66344
C: -4.98326 1.57912 -4.44144
F: -6.25046 1.84179 -4.76935
C: -4.65633 1.23660 -3.14321
F: -5.61814 1.16573 -2.21721
C: -3.33684 0.96591 -2.81566
F: -3.10698 0.61996 -1.55095
C: 0.53348 2.12671 -4.28373
C: 1.13456 2.04975 -5.52870
F: 1.06609 0.92948 -6.26402
C: 1.81533 3.11016 -6.10050
F: 2.38978 2.98726 -7.30266
C: 1.89112 4.31600 -5.42689
F: 2.54128 5.34804 -5.96939
C: 1.27313 4.44827 -4.19867
F: 1.31452 5.61774 -3.55153
C: 0.60387 3.36105 -3.66295
F: -0.02473 3.56052 -2.49790

E_tot ... -9736.18299 Ha
HOMO energy ... -4.4 eV
ΔE to the lowest compared entry with this formula, charge and spin ... 0.0 kJ/mol
Kohn-Sham gap ... 6.5 eV
Net charge ... -1
LUMO level ... 2.129 eV